{
  "formula": "C18H52BHgO6",
  "method": "ωB97M-V/def2-TZVPD",
  "molar_mass_g_mol": 576.0,
  "charge": 1,
  "total_energy_ev": -36636.8323,
  "homo_lumo_gap_ev": 6.511,
  "e_homo_ev": -11.90,
  "species": ["Hg", "B", "H", "H", "H", "H", "C", "C", "C", "O", "H", "H", "H", "H", "H", "H", "H", "H", "C", "C", "C", "O", "H", "H", "H", "H", "H", "H", "H", "H", "C", "C", "C", "O", "H", "H", "H", "H", "H", "H", "H", "H", "C", "C", "C", "O", "H", "H", "H", "H", "H", "H", "H", "H", "C", "C", "C", "O", "H", "H", "H", "H", "H", "H", "H", "H", "C", "C", "C", "O", "H", "H", "H", "H", "H", "H", "H", "H"],
  "coordinates": [[-0.471, -2.083, -0.369], [-0.248, 0.270, -0.355], [-0.124, 1.439, -0.440], [-1.403, 0.006, -0.554], [0.513, -0.339, -1.106], [0.083, -0.056, 0.750], [-1.776, 4.073, 0.592], [-2.891, 3.405, -0.198], [-2.722, 3.563, -1.703], [-2.972, 2.015, 0.118], [-1.930, 3.822, 1.645], [-1.789, 5.152, 0.443], [-0.782, 3.696, 0.331], [-3.833, 3.868, 0.100], [-3.562, 3.125, -2.241], [-1.823, 3.023, -2.022], [-2.566, 4.600, -2.002], [-2.114, 1.603, -0.034], [3.653, -2.100, -1.063], [2.933, -2.993, -0.075], [3.767, -3.359, 1.130], [1.751, -2.270, 0.408], [2.999, -1.843, -1.899], [4.533, -2.587, -1.486], [3.976, -1.174, -0.585], [2.533, -3.878, -0.571], [4.130, -2.479, 1.665], [4.596, -4.007, 0.852], [3.149, -3.886, 1.861], [2.101, -1.507, 0.915], [-4.378, -3.809, -0.703], [-3.300, -3.311, -1.649], [-3.892, -2.904, -2.992], [-2.665, -2.109, -1.080], [-3.987, -4.265, 0.207], [-4.891, -4.598, -1.258], [-5.106, -3.056, -0.401], [-2.538, -4.084, -1.745], [-4.333, -3.805, -3.422], [-3.120, -2.618, -3.705], [-4.630, -2.118, -2.845], [-3.304, -1.384, -1.074], [-3.490, -1.808, 2.798], [-2.287, -1.084, 2.207], [-1.774, 0.005, 3.136], [-1.225, -2.032, 1.908], [-3.239, -2.382, 3.695], [-3.874, -2.512, 2.059], [-4.214, -1.068, 3.132], [-2.607, -0.599, 1.287], [-1.013, 0.587, 2.610], [-1.271, -0.428, 4.005], [-2.548, 0.704, 3.444], [-1.012, -2.432, 2.759], [1.532, 1.636, -3.964], [2.388, 1.970, -2.744], [3.544, 2.877, -3.062], [1.567, 2.644, -1.778], [0.600, 1.174, -3.642], [2.057, 1.030, -4.708], [1.311, 2.552, -4.519], [2.689, 1.006, -2.309], [4.090, 3.186, -2.169], [3.165, 3.790, -3.522], [4.276, 2.395, -3.712], [1.096, 1.966, -1.281], [4.193, 0.734, 3.129], [2.751, 0.971, 2.706], [2.497, 2.413, 2.323], [2.513, 0.106, 1.584], [4.874, 1.195, 2.411], [4.400, -0.329, 3.235], [4.377, 1.248, 4.074], [2.129, 0.695, 3.565], [3.220, 2.771, 1.591], [2.554, 3.052, 3.206], [1.481, 2.541, 1.936], [1.685, 0.388, 1.172]],
  "atomic_forces_ev_per_a": [[0.427, 0.917, 0.591], [0.150, -0.453, 0.457], [-0.021, 0.243, -0.225], [-0.408, -0.012, -0.087], [0.282, 0.111, -0.709], [-0.199, 0.061, 0.466], [-0.083, -0.365, 0.237], [0.458, 0.236, -0.524], [0.435, -0.190, -0.062], [-0.488, -0.232, 0.384], [0.009, 0.310, 0.059], [0.039, 0.022, 0.113], [-0.068, 0.020, -0.264], [-0.111, -0.289, 0.114], [-0.096, 0.155, 0.016], [0.009, 0.015, 0.054], [-0.232, 0.041, 0.036], [0.018, 0.319, -0.111], [0.028, 0.016, -0.312], [-0.047, 0.376, -0.058], [-0.328, -0.308, 0.442], [-0.292, -0.710, -0.203], [-0.015, 0.024, 0.033], [0.000, -0.088, 0.112], [-0.026, -0.028, 0.064], [0.077, -0.082, 0.052], [0.187, 0.120, -0.326], [0.090, 0.113, 0.000], [0.024, -0.186, -0.141], [-0.308, 0.345, 0.211], [0.074, -0.631, -0.112], [-0.981, 0.919, 0.194], [0.622, -0.976, 0.021], [0.707, -1.221, -0.018], [0.190, 0.086, -0.043], [-0.246, 0.014, 0.251], [0.037, 0.166, -0.277], [0.261, 0.256, -0.070], [-0.409, 0.228, -0.026], [0.012, 0.365, 0.147], [-0.110, -0.027, -0.201], [0.212, 0.259, 0.080], [0.483, -0.206, 0.032], [-0.755, 0.522, 0.900], [0.870, -0.022, -0.385], [-0.469, 0.212, -0.115], [0.233, 0.030, -0.050], [-0.385, 0.123, 0.096], [-0.283, -0.104, -0.349], [0.287, -0.232, -0.258], [-0.038, 0.035, 0.038], [-0.267, 0.004, 0.148], [-0.162, -0.171, 0.053], [0.343, -0.297, -0.142], [0.339, 0.597, -0.482], [-0.746, -0.344, 0.119], [0.439, 0.093, 0.121], [0.310, 0.056, -0.009], [-0.001, -0.138, -0.157], [0.004, -0.355, 0.302], [-0.279, 0.070, 0.277], [0.422, 0.165, 0.060], [-0.160, -0.136, 0.138], [0.048, -0.061, -0.155], [-0.163, 0.040, -0.205], [0.050, 0.193, -0.197], [-0.098, 0.572, -0.029], [0.808, -0.010, 0.311], [-0.318, 0.113, 0.263], [-0.300, -0.189, -0.126], [0.025, -0.265, -0.143], [0.070, 0.002, 0.046], [-0.014, -0.189, 0.099], [-0.317, -0.134, -0.280], [-0.059, -0.066, -0.101], [0.126, -0.035, 0.007], [0.069, -0.014, -0.149], [0.007, 0.203, -0.044]],
  "mulliken_charge": [0.656, 4.909, -0.787, -0.561, -0.579, -1.104, -1.079, 0.398, -1.041, -0.577, 0.280, 0.463, 0.009, 0.319, 0.298, 0.096, 0.409, -0.206, -1.044, 0.306, -1.263, -0.202, 0.259, 0.477, 0.129, 0.370, 0.198, 0.429, 0.347, 0.369, -1.388, 0.450, -1.427, -0.460, 0.313, 0.446, 0.349, 0.322, 0.442, 0.346, 0.408, 0.194, -1.409, 1.093, -1.347, -0.414, 0.402, 0.267, 0.391, -0.233, 0.058, 0.396, 0.424, 0.324, -1.324, 1.497, -1.541, -0.610, 0.245, 0.379, 0.338, -0.374, 0.342, 0.357, 0.397, -0.288, -1.593, 0.631, -1.302, -0.578, 0.340, 0.371, 0.436, 0.157, 0.357, 0.434, 0.232, -0.127]
}